Entry 1:
Formula: C7H13BrS
Source: OMol25
Level of theory: ωB97M-V/def2-TZVPD

Values from the calculation:
* ΔE to the lowest compared entry with this formula, charge and spin: 1.4795 eV
* lowest unoccupied orbital energy: 0.29 eV
* orbital gap: 0.325 Eh

Element x y z (Å)
C1 0.287 0.134 1.013
C2 1.248 -0.859 0.735
C3 -0.413 0.358 -0.364
C4 2.217 -0.479 -0.284
C5 2.815 -1.525 -1.220
C6 -2.826 1.281 0.038
C7 -1.370 1.633 -0.242
S1 0.836 0.726 -1.587
Br1 3.530 0.630 0.417
H1 -0.516 -0.223 1.701
H2 0.771 1.118 1.325
H3 1.766 -1.140 1.781
H4 0.562 -1.796 0.350
H5 -1.211 -0.484 -0.760
H6 3.043 -1.107 -2.211
H7 2.027 -2.284 -1.368
H8 3.684 -1.915 -0.779
H9 -3.172 2.048 0.623
H10 -2.834 0.232 0.495
H11 -3.613 1.149 -0.811
H12 -1.123 2.342 0.522
H13 -1.245 2.096 -1.189



Entry 2:
Formula: C7H13ClN3O2
Source: OMol25
Level of theory: ωB97M-V/def2-TZVPD

Values from the calculation:
* charge: +1
* ΔE to the lowest compared entry with this formula, charge and spin: 2.9430 eV
* lowest unoccupied orbital energy (spin up / spin down): -5.17 / -5.18 eV
* orbital gap (spin up / spin down): 0.271 / 0.270 Eh

Element x y z (Å)
C1 -1.319 0.091 0.219
C2 -0.188 1.038 0.833
C3 0.881 -0.356 -0.662
C4 1.737 -1.483 -0.107
C5 2.084 1.717 0.090
C6 -1.154 -0.795 -2.046
C7 -2.444 -0.495 0.936
N1 0.956 0.827 0.196
N2 -0.466 1.980 1.865
N3 -0.562 -0.775 -0.694
O1 -1.630 2.158 2.129
O2 0.490 2.472 2.415
Cl1 -1.953 -2.168 1.534
H1 1.194 -0.085 -1.678
H2 1.447 -1.705 0.920
H3 2.787 -1.205 -0.107
H4 1.630 -2.380 -0.714
H5 3.007 1.140 0.081
H6 2.027 2.306 -0.829
H7 2.101 2.388 0.947
H8 -1.157 0.210 -2.460
H9 -0.588 -1.461 -2.695
H10 -2.179 -1.152 -1.986
H11 -3.312 -0.655 0.298
H12 -2.728 0.115 1.794
H13 -0.663 -1.727 -0.276



Entry 3:
Formula: C7H13FNO2
Source: OMol25
Level of theory: ωB97M-V/def2-TZVPD

Values from the calculation:
* charge: +1
* ΔE to the lowest compared entry with this formula, charge and spin: 2.6749 eV
* lowest unoccupied orbital energy (spin up / spin down): -6.83 / -6.83 eV
* orbital gap (spin up / spin down): 0.232 / 0.231 Eh

Element x y z (Å)
C1 1.548 1.660 0.677
C2 -2.399 0.938 0.363
C3 -2.155 -1.238 -0.221
C4 -0.923 0.690 0.293
C5 -0.833 -0.562 -0.548
C6 2.526 -0.712 0.244
C7 1.542 -1.457 -0.659
N1 -0.085 1.808 0.109
O1 -2.833 -0.340 0.689
O2 0.200 -1.380 -0.091
F1 0.046 2.132 -1.246
H1 2.157 2.364 0.173
H2 1.647 1.616 1.698
H3 -2.649 1.737 1.185
H4 -2.891 1.249 -0.488
H5 -2.673 -1.530 -1.231
H6 -2.124 -2.318 0.250
H7 -0.534 0.298 1.322
H8 -0.796 -0.254 -1.610
H9 3.521 -0.472 -0.134
H10 1.785 0.610 0.161
H11 2.444 -1.053 1.291
H12 1.815 -2.547 -0.545
H13 1.665 -1.239 -1.680



Entry 4:
Formula: C7H13IO2SSi
Source: OMol25
Level of theory: ωB97M-V/def2-TZVPD

Values from the calculation:
* ΔE to the lowest compared entry with this formula, charge and spin: 0.7600 eV
* lowest unoccupied orbital energy (spin up / spin down): -0.80 / -1.11 eV
* orbital gap (spin up / spin down): 0.296 / 0.269 Eh

Element x y z (Å)
C1 -1.043 -0.488 0.964
C2 1.263 -0.153 -0.238
C3 -1.213 -1.899 0.532
C4 0.094 -2.668 0.484
C5 -1.344 0.705 -1.913
C6 2.370 0.074 0.716
C7 -0.241 2.495 0.431
O1 2.405 -2.466 -0.807
O2 0.346 -1.851 -2.011
Si1 -0.362 0.748 -0.298
S1 1.115 -1.827 -0.793
I1 -0.568 -0.250 3.012
H1 -1.917 -2.412 1.195
H2 -1.623 -1.897 -0.481
H3 0.655 -2.631 1.418
H4 -0.025 -3.702 0.166
H5 -2.409 0.822 -1.738
H6 -1.028 1.507 -2.573
H7 -1.175 -0.233 -2.430
H8 3.157 0.640 0.208
H9 2.059 0.666 1.577
H10 2.803 -0.870 1.044
H11 -1.226 2.946 0.466
H12 0.160 2.502 1.437
H13 0.389 3.129 -0.183